28
Properties=species:S:1:pos:R:3 method="wB97M-V/def2-TZVPD" largest_force_ev_per_a=1.78 e_tot_ha=-627.82432 homo_lumo_gap_ev=9.32 smiles="NCCNC(=O)CN.O.O.O" multiplicity=1
N 2.110 1.185 1.144
C 1.453 0.969 -0.101
C 1.232 -0.547 -0.358
N 1.200 -0.898 -1.706
C 0.323 -0.104 -2.561
C -1.156 -0.341 -2.299
N -1.928 0.840 -2.665
O 1.299 -1.384 0.509
H 3.015 0.770 1.245
H 1.580 1.028 1.988
H 2.035 1.320 -0.940
H 0.466 1.427 -0.096
H 1.167 -1.898 -1.841
H 0.511 0.966 -2.516
H 0.544 -0.438 -3.578
H -1.387 -0.541 -1.254
H -1.503 -1.311 -2.664
H -2.916 0.701 -2.492
H -1.787 1.023 -3.646
H -1.810 -1.795 2.796
H -1.999 -1.281 4.304
O -1.514 -1.198 3.482
H -1.150 2.491 0.821
H -1.221 1.068 1.622
O -1.419 2.003 1.594
H 1.256 -1.401 2.360
H 0.325 -1.378 3.531
O 1.274 -1.277 3.325